Formula: C63H168O21
Source: the Open Molecules 2025 dataset
Level of theory: wB97M-V/def2-TZVPD

E_HOMO   -9.12 eV
Max |F|   3.21 eV/A
HOMO-LUMO gap   0.339 hartree
E   -111051.700 eV

Positions of all 252 atoms, in Å:
O 4.766 5.689 1.220
O -1.742 -1.979 -8.028
O -3.790 2.930 -0.207
O -3.376 2.173 -7.842
O 3.957 -3.775 -1.004
O -0.162 -1.886 5.799
O -2.016 -1.572 3.710
O -2.973 5.508 6.219
O 0.803 6.342 2.027
O 4.827 0.212 -4.092
O -2.399 -5.673 0.868
O -2.641 0.772 -1.567
O 2.279 5.372 0.102
O 2.119 -0.205 7.119
O 2.171 1.076 -3.957
O 6.152 3.268 1.064
O 4.962 -2.994 1.463
O -3.386 -3.598 2.583
O -1.680 -6.585 -3.590
O -3.012 -5.171 -1.730
O -0.079 1.053 -2.007
C 5.492 2.299 1.862
C -3.155 -0.148 2.151
C -4.578 -3.481 4.660
C -5.343 -5.032 2.791
C -3.868 5.605 3.989
C 3.711 -3.221 -3.294
C 0.256 1.234 0.307
C -3.684 0.090 -2.237
C 1.770 4.554 3.064
C 0.901 5.762 3.261
C -0.311 -6.302 -3.725
C -2.276 3.960 -1.649
C 0.926 -3.458 7.118
C -0.311 -3.209 6.260
C 0.970 -0.377 -5.330
C 1.720 1.810 6.082
C 4.930 2.525 -4.797
C 1.467 5.028 -0.999
C -0.435 -4.269 5.135
C 5.338 2.745 3.339
C 0.112 -5.071 -2.915
C -4.451 -0.565 -1.087
C -4.885 -5.748 -3.080
C -2.137 4.270 0.892
C -3.016 4.088 -0.316
C -2.835 -2.566 -7.362
C 3.787 -2.612 3.533
C 4.082 -2.065 2.126
C -1.538 -7.170 2.497
C -0.895 -7.344 0.159
C 4.997 6.983 1.712
C 0.229 1.020 8.047
C -3.054 -0.907 -3.215
C -4.111 -4.344 3.496
C 0.506 -7.576 -3.498
C -3.213 -3.660 -8.330
C -3.567 4.692 5.211
C 0.527 2.136 -5.303
C -1.180 0.681 3.521
C 1.575 1.004 -5.226
C 0.611 0.446 -0.973
C 6.256 6.733 2.483
C 4.439 -2.917 -1.961
C 4.138 1.956 1.155
C 5.149 7.878 0.514
C 5.914 -3.058 -2.114
C -3.776 2.067 -6.479
C 5.540 1.446 -3.941
C 2.829 -1.840 1.300
C 2.349 4.309 -2.008
C -5.229 -4.460 -0.994
C -4.292 -4.713 -2.128
C 1.659 1.109 7.463
C 5.624 1.806 -2.505
C -1.804 -0.514 2.791
C -4.062 0.561 -6.205
C 0.851 6.283 -1.462
C -2.574 3.539 4.895
C -2.054 -7.032 1.096
C -2.334 -3.154 -6.074
C 0.173 -0.990 -0.813
C -4.981 3.021 -6.371
C 1.536 6.760 4.200
H 0.807 3.168 -5.092
H 6.135 6.070 3.339
H -4.475 6.464 4.276
H 5.395 8.923 0.702
H -2.956 6.042 3.583
H -2.490 2.851 5.737
H -3.476 -5.143 3.880
H -3.750 -1.592 -3.700
H -0.973 1.577 2.936
H -3.641 -3.188 5.132
H 1.871 6.419 5.179
H 1.292 3.806 2.433
H -2.880 -7.739 1.017
H 0.221 0.622 9.061
H 3.296 2.342 1.729
H -0.829 1.246 0.418
H 0.514 -4.318 4.600
H 0.191 -1.472 -1.790
H 5.590 4.045 1.113
H 0.164 -8.336 -4.200
H 3.055 -1.214 0.437
H 4.632 1.846 -2.056
H -2.984 3.740 -2.448
H -3.869 -1.253 -0.473
H -0.271 0.479 4.088
H -4.732 4.078 -6.466
H 2.746 4.763 2.626
H 4.043 3.048 -4.440
H -1.621 -3.966 -6.220
H -3.648 -1.056 1.804
H -5.260 -5.331 -0.339
H 4.125 7.326 2.269
H -1.122 -0.797 1.989
H -4.436 3.112 0.480
H -0.153 -6.097 -4.784
H -2.521 -0.354 -3.990
H 5.043 1.937 4.008
H 4.619 2.189 -5.786
H -2.528 -2.190 3.183
H 6.295 3.133 3.687
H 1.538 2.884 6.130
H 0.779 -1.515 -0.074
H -4.664 0.436 -5.305
H -4.504 4.276 5.583
H -2.573 1.670 -7.991
H 6.233 1.094 -1.947
H -5.948 -5.671 3.433
H 6.540 1.310 -4.352
H 0.676 -0.655 -6.342
H -1.529 3.399 1.136
H -1.174 -2.726 -8.229
H -3.867 0.375 2.789
H 1.653 7.014 -1.566
H 1.029 -2.624 7.812
H -1.205 -3.402 6.853
H -0.306 1.909 -4.637
H 4.555 3.500 3.412
H -3.571 -3.297 -9.293
H -0.984 0.772 -1.849
H -4.396 5.055 3.211
H 5.915 7.492 -0.158
H -5.371 2.846 -5.369
H -1.186 -7.342 -0.891
H 0.729 -4.380 7.666
H 6.204 -2.130 -2.606
H 3.274 4.773 -2.349
H -1.283 -8.178 2.825
H 2.716 3.356 -1.625
H -0.063 -6.649 0.265
H 1.681 0.415 -1.181
H 0.877 7.627 4.251
H -5.950 -4.201 2.433
H 0.317 7.161 2.146
H -5.059 -5.719 1.994
H -0.363 1.933 8.117
H 2.515 7.105 3.867
H -1.570 3.788 4.554
H 2.651 -2.976 -3.220
H 4.167 -3.488 -0.113
H 2.345 1.142 -5.984
H 1.608 5.736 0.684
H -5.827 2.744 -7.000
H 1.562 -7.428 -3.720
H -2.646 -5.580 -0.055
H 2.243 -2.736 1.096
H -0.697 -1.889 5.002
H -2.346 -1.465 -2.602
H -2.297 -6.850 3.212
H 0.131 2.146 -6.318
H -0.680 -5.266 5.501
H 4.628 -3.114 4.011
H -3.038 2.876 4.164
H 5.834 -3.027 1.863
H -5.182 -3.998 5.406
H -1.893 -7.383 -4.079
H 2.030 4.108 4.024
H 6.097 2.768 -2.304
H 6.056 1.374 1.740
H -4.567 0.063 -7.032
H 1.122 -4.715 -3.116
H 0.114 -5.191 -1.832
H 1.306 -0.645 6.861
H 4.002 2.514 0.229
H -4.698 0.266 -0.427
H -2.993 2.344 -5.773
H -2.746 4.341 1.793
H 6.470 7.696 2.948
H -3.192 -3.579 -5.552
H 0.447 -7.952 -2.477
H -0.600 -4.259 -3.069
H -0.850 -1.080 -0.448
H 2.323 1.650 8.139
H -0.681 -6.509 2.628
H -3.710 -1.939 -7.195
H 1.762 4.132 -2.909
H 6.390 -3.047 -1.134
H 0.998 1.386 5.384
H -5.748 -5.406 -3.651
H -1.576 3.126 -1.595
H -4.250 0.826 -2.807
H -5.348 -1.038 -1.489
H 6.313 -3.958 -2.581
H -1.912 -2.411 -5.397
H 0.300 6.147 -2.393
H -1.563 5.180 0.717
H -3.072 0.502 1.281
H -3.217 -4.164 1.826
H 3.840 -4.271 -3.557
H -3.682 4.949 -0.364
H -2.678 -5.671 -2.479
H -1.893 0.956 4.298
H 2.695 1.613 5.637
H -2.418 -4.379 -8.529
H -3.045 1.555 -1.186
H 1.826 -3.513 6.505
H -1.777 4.901 -1.884
H -3.106 0.038 -6.164
H 1.820 -0.975 -5.004
H -4.123 -3.749 -2.607
H 4.162 -2.703 -4.140
H -5.106 -2.598 4.300
H 0.650 4.334 -0.799
H 7.082 6.425 1.842
H 1.478 1.123 -3.294
H 0.171 -0.604 -4.624
H 4.217 7.900 -0.052
H 3.917 0.354 -3.819
H 4.635 -1.128 2.195
H 3.389 -1.852 4.206
H 3.967 5.726 0.690
H 0.649 0.720 1.184
H -0.293 0.216 7.528
H -0.494 -8.340 0.348
H -4.083 -4.196 -7.952
H 3.939 0.899 0.976
H -6.250 -4.227 -1.298
H -1.213 -4.065 4.399
H -5.246 -6.600 -2.505
H 0.624 2.257 0.223
H 5.632 3.339 -4.975
H 2.071 -1.219 1.776
H -4.141 -6.128 -3.781
H -3.517 5.260 6.970
H 0.148 6.706 -0.745
H -4.814 -3.670 -0.368
H 4.192 -1.881 -1.729
H -0.101 5.479 3.585
H 3.029 -3.390 3.447